No. 1
This record from the OMol25 dataset describes a molecular structure, C14H34O19S4V. The level of theory is ωB97M-V with the def2-TZVPD basis set.

Structure (XYZ):
```
72
C14H34O19S4V (ωB97M-V with the def2-TZVPD basis set)
O -16.28 9.17 10.66
V -16.51 10.69 10.37
O -13.13 12.83 10.39
C -14.15 11.95 10.42
O -14.80 11.74 11.47
O -14.56 11.34 9.40
H -12.81 12.70 9.47
O -20.14 11.26 11.96
C -18.95 10.98 11.42
O -17.89 11.01 12.10
O -18.79 10.65 10.21
H -19.93 11.25 12.91
O -15.84 9.55 6.10
S -16.90 9.30 7.04
O -16.91 10.06 8.27
O -18.31 9.55 6.31
C -18.62 10.94 6.13
C -19.60 11.03 4.95
C -17.18 7.54 7.32
H -17.77 11.60 5.98
H -19.19 11.34 6.97
H -19.02 10.81 4.05
H -19.96 12.05 4.95
H -20.41 10.30 4.98
H -16.29 7.05 7.71
H -17.43 7.08 6.36
H -18.03 7.39 7.98
O -15.67 9.89 14.55
S -15.81 8.48 14.33
O -15.29 7.81 13.18
O -15.30 7.72 15.69
C -14.75 6.42 15.55
C -13.28 6.49 15.09
C -17.58 8.11 14.42
H -15.27 5.82 14.80
H -14.77 5.87 16.49
H -12.70 5.60 15.37
H -12.77 7.33 15.56
H -13.20 6.68 14.03
H -17.80 8.27 15.47
H -17.62 7.06 14.16
H -18.12 8.76 13.75
O -13.42 6.92 6.61
S -13.36 7.82 7.74
O -14.54 8.05 8.54
O -12.13 7.35 8.67
C -12.16 7.67 10.07
C -13.06 6.70 10.81
C -12.71 9.39 7.17
H -12.47 8.71 10.25
H -11.14 7.59 10.44
H -14.11 6.80 10.57
H -12.85 6.57 11.87
H -12.82 5.72 10.38
H -13.54 10.03 6.86
H -12.02 9.18 6.36
H -12.20 9.89 7.99
O -17.22 12.94 10.03
S -17.75 14.09 9.33
O -17.24 15.41 9.63
O -17.67 13.85 7.74
C -17.30 14.99 6.96
C -17.12 14.56 5.51
C -19.50 14.11 9.56
H -16.39 15.50 7.29
H -18.05 15.79 7.05
H -18.01 14.04 5.17
H -16.26 13.88 5.54
H -16.86 15.38 4.85
H -19.70 14.36 10.60
H -19.88 13.09 9.48
H -19.92 14.78 8.82
```

spin multiplicity: 2
total charge: 0
HOMO-LUMO gap (alpha / beta): 9.22 / 10.06 eV
lowest unoccupied orbital energy (alpha / beta): 0.2 / 0.2 eV
energy relative to the best compared isomer or geometry (same formula, charge and spin): 12.5 kJ/mol

***

No. 2
This record from the OMol25 dataset describes 2 unconnected molecules or ions with the total composition C14H35ClNO2P. The level of theory is ωB97M-V with the def2-TZVPD basis set.

Structure (XYZ):
```
54
C14H35ClNO2P (ωB97M-V with the def2-TZVPD basis set)
C 0.93 1.34 -0.26
C 0.97 1.60 -1.76
C 1.70 2.87 -2.24
C 1.43 4.22 -1.56
C 2.12 4.44 -0.22
P -0.43 4.63 -1.46
C -2.32 4.99 -1.29
Cl -2.95 5.37 -2.93
C -3.14 3.90 -0.62
C -3.09 2.53 -1.30
H 0.41 2.12 0.29
H 0.41 0.40 -0.04
H 1.94 1.26 0.17
H 1.46 0.75 -2.24
H -0.05 1.60 -2.15
H 2.78 2.69 -2.21
H 1.46 2.99 -3.31
H 1.81 4.99 -2.25
H 3.09 3.94 -0.18
H 1.54 4.07 0.63
H 2.30 5.51 -0.03
H -0.21 6.01 -1.70
H -0.47 4.23 -0.08
H -0.70 3.86 -2.63
H -2.40 5.92 -0.71
H -4.18 4.23 -0.54
H -2.77 3.82 0.41
H -3.48 1.76 -0.63
H -2.08 2.24 -1.57
H -3.69 2.53 -2.21
C -1.97 -6.08 1.92
O -0.63 -6.00 2.36
C 0.34 -6.39 1.41
C 1.21 -5.22 1.01
N 0.43 -4.22 0.32
C 1.16 -3.00 -0.02
C 1.73 -2.16 1.11
O 0.76 -1.51 1.91
C 0.18 -2.30 2.93
H -2.61 -5.87 2.77
H -2.19 -5.36 1.12
H -2.20 -7.09 1.54
H -0.15 -6.81 0.52
H 0.96 -7.17 1.85
H 2.00 -5.58 0.35
H 1.70 -4.85 1.93
H -0.39 -3.99 0.86
H 0.48 -2.36 -0.60
H 1.98 -3.27 -0.69
H 2.32 -1.36 0.65
H 2.41 -2.74 1.75
H 0.90 -3.01 3.34
H -0.70 -2.86 2.58
H -0.14 -1.62 3.72
```

SMILES string: CCC[C@H](C)[PH3][C@@H](Cl)CC.COCCNCCOC
spin multiplicity: 1
total charge: 0
HOMO-LUMO gap: 9.01 eV
lowest unoccupied orbital energy: 0.8 eV

***

No. 3
This record from the OMol25 dataset describes a molecular structure, C14H35FInN2O2. The level of theory is ωB97M-V with the def2-TZVPD basis set.

Structure (XYZ):
```
55
C14H35FInN2O2 (ωB97M-V with the def2-TZVPD basis set)
O -3.56 -1.91 -3.86
C -3.49 -2.27 -2.68
F -3.57 -1.33 -1.60
C -3.27 -3.79 -2.22
In -1.60 -3.70 -0.63
O -2.00 -4.96 1.00
H -2.96 -4.44 -3.12
H -4.22 -4.18 -1.72
H -0.08 -4.07 -1.51
H -1.51 -1.98 -0.02
H -2.87 -4.64 1.33
C -0.74 0.10 4.70
C -0.51 0.76 3.35
N -1.62 0.58 2.42
C -1.29 0.96 1.05
C -0.97 2.43 0.78
C -2.93 1.02 2.89
C -3.09 2.48 3.31
H -0.97 -0.96 4.59
H 0.17 0.19 5.31
H -1.55 0.58 5.26
H 0.38 0.29 2.91
H -0.27 1.82 3.50
H -2.11 0.65 0.38
H -0.43 0.37 0.73
H -1.87 3.05 0.78
H -0.52 2.53 -0.22
H -0.26 2.84 1.50
H -3.22 0.39 3.74
H -3.69 0.79 2.13
H -2.25 2.83 3.93
H -4.00 2.60 3.90
H -3.18 3.14 2.45
C 0.82 -0.39 -3.17
C 1.79 0.71 -2.75
N 2.38 0.49 -1.43
C 3.08 1.66 -0.91
C 4.32 2.13 -1.66
C 3.06 -0.78 -1.23
C 4.22 -1.13 -2.16
H 0.03 -0.52 -2.43
H 0.35 -0.11 -4.12
H 1.32 -1.34 -3.33
H 1.22 1.64 -2.73
H 2.56 0.82 -3.52
H 3.35 1.48 0.14
H 2.37 2.49 -0.88
H 5.18 1.48 -1.47
H 4.60 3.13 -1.31
H 4.16 2.20 -2.74
H 2.31 -1.59 -1.31
H 3.41 -0.85 -0.19
H 3.99 -0.90 -3.21
H 4.43 -2.20 -2.10
H 5.13 -0.60 -1.88
```

spin multiplicity: 1
total charge: -1
HOMO-LUMO gap: 7.78 eV
lowest unoccupied orbital energy: 2.8 eV

***

For each record above, in turn, the calculated total energy values are -4520.21633; -1561.06338; -1104.37521 Eh.
For each record above, in turn, the calculated max |F| values are 2.9; 0.2; 4.2 eV/Å.